[1]
78
Properties=species:S:1:pos:R:3:forces:R:3 method="wB97M-V/def2-TZVPD" e_tot_ha=-4702.20018 relative_energy_kj_mol=0.0 total_charge=+3 orbital_gap_ha=0.2311
Al -0.2530 -0.1411 -0.5564 0.486 0.056 -1.447
P 3.1039 1.3630 3.4424 -0.453 0.275 1.246
P -1.9769 -1.4761 -1.5879 -0.793 -1.922 0.478
P -1.4610 1.9599 -1.7348 -0.305 0.572 0.058
H 2.3481 1.7033 1.0768 -0.152 -1.081 -0.783
C 2.3760 1.0177 0.1917 2.641 0.806 2.068
C 1.0967 1.2050 -0.5535 0.823 1.144 0.289
H 1.2879 1.8283 -1.4385 -0.450 -0.653 0.071
C 3.4938 0.2097 4.7861 0.661 -0.439 -0.165
C 1.3139 1.1298 3.2474 -0.332 -0.032 -0.543
C 3.3224 2.9987 4.1682 0.266 0.257 -0.315
C -2.2311 -1.7357 -3.3738 0.538 0.418 -0.190
C -1.8205 -3.2203 -0.9734 0.125 0.221 -0.056
C -3.6182 -0.9980 -0.9380 0.231 0.296 0.121
C -0.3607 3.3411 -2.2268 0.198 -0.004 0.046
C -2.4958 2.7680 -0.4646 -0.087 -0.122 -0.126
C -2.5419 1.8881 -3.1980 -0.053 -0.241 0.024
H 2.6300 -0.0103 0.5032 -0.239 0.495 -0.046
H 0.5314 1.9009 0.1086 -0.069 0.122 -0.234
H 3.4876 -0.8370 4.4511 0.050 0.307 0.041
H 2.7602 0.3101 5.6056 0.195 0.217 -0.513
H 4.4880 0.4427 5.1880 -0.169 -0.135 -0.092
H 1.0661 0.1727 2.7702 0.213 0.202 0.061
H 0.8818 1.9369 2.6471 0.075 -0.105 0.091
H 0.8231 1.1452 4.2312 0.426 0.081 -0.122
H 4.3921 3.1788 4.3131 -0.102 0.020 -0.002
H 2.8216 3.0707 5.1426 0.049 -0.254 -0.253
H 2.9258 3.7822 3.5155 0.081 -0.122 0.013
H -3.1317 -2.3429 -3.5348 0.169 0.173 0.229
H -1.3673 -2.2702 -3.7883 -0.186 0.125 0.048
H -2.3364 -0.7775 -3.8927 -0.010 -0.256 0.027
H -2.6612 -3.8158 -1.3854 0.518 0.285 0.267
H -1.8502 -3.2463 0.1346 -0.016 0.002 -0.622
H -0.8575 -3.6345 -1.3315 -0.517 0.082 0.209
H -4.2872 -1.8658 -1.0069 0.151 0.241 -0.037
H -4.0346 -0.1610 -1.5092 0.022 -0.198 0.185
H -3.5213 -0.7014 0.1144 -0.174 -0.083 -0.194
H -0.9518 4.1080 -2.7412 0.034 -0.145 0.150
H 0.4403 3.0082 -2.9014 -0.248 0.088 0.167
H 0.0863 3.7796 -1.3266 -0.051 -0.030 -0.282
H -3.1599 3.4773 -0.9680 -0.001 -0.014 0.298
H -1.8556 3.3053 0.2437 -0.161 -0.092 -0.084
H -3.0809 2.0133 0.0722 -0.069 0.292 -0.044
H -2.9853 2.8792 -3.3407 0.007 -0.200 -0.061
H -3.3335 1.1465 -3.0705 -0.009 0.186 -0.146
H -1.9419 1.6293 -4.0771 -0.136 0.063 0.084
C 3.7926 1.7111 -2.2315 0.416 0.133 -1.173
C 4.0353 2.8273 -3.0560 -0.526 -0.150 0.683
C 3.2461 3.0336 -4.1993 -0.007 -0.185 0.260
C 2.2288 2.1196 -4.5312 0.301 0.097 0.204
C 2.1286 0.9165 -3.8274 0.614 -0.049 0.039
C 3.0062 0.6687 -2.7583 -0.197 0.497 0.796
Se 4.3772 1.7380 -0.3494 -2.394 -1.024 -1.473
H 3.8781 1.2593 2.2004 -0.618 -0.203 1.431
H 4.7777 3.5474 -2.7013 -0.400 0.031 -0.396
H 3.3894 3.9484 -4.7775 -0.053 -0.356 0.099
H 1.5194 2.3312 -5.3338 0.372 -0.013 0.134
H 1.3696 0.1781 -4.1102 0.452 0.143 -0.009
H 3.0138 -0.2653 -2.1921 -0.348 0.091 -0.261
O 0.5205 -1.3846 0.5308 -0.390 -0.415 0.003
C 1.2017 -2.3664 1.0325 0.797 0.623 -0.769
C 0.8650 -2.8891 2.3821 -0.279 0.543 0.230
C 0.4264 -4.3465 2.3384 -0.163 -0.475 0.295
C 1.5700 -5.3502 2.2896 -0.139 -0.242 -0.056
C 2.4001 -5.2775 1.0128 0.145 -0.140 0.098
C 3.1006 -3.9340 0.8270 0.451 -0.301 0.054
N 2.2359 -2.8386 0.3567 -0.807 0.610 0.103
H 1.7140 -2.7408 3.0737 -0.140 -0.155 -0.326
H 0.0424 -2.2691 2.7494 0.099 -0.050 -0.013
H -0.1727 -4.5316 3.2340 0.033 0.004 -0.115
H -0.2377 -4.4876 1.4778 -0.001 -0.073 0.097
H 2.2261 -5.2198 3.1618 -0.126 0.045 -0.124
H 1.1412 -6.3535 2.3824 0.116 0.122 -0.018
H 3.1940 -6.0293 1.0880 -0.109 0.109 -0.115
H 1.8020 -5.5432 0.1297 0.125 0.156 0.131
H 3.5519 -3.6217 1.7752 0.004 -0.021 -0.076
H 3.9199 -4.0331 0.1106 -0.224 0.152 0.005
H 2.4834 -2.3478 -0.5078 -0.178 -0.398 0.347

---

[2]
84
Properties=species:S:1:pos:R:3:forces:R:3 method="wB97M-V/def2-TZVPD" e_tot_ha=-2570.24399 orbital_gap_ha=0.3285
C 6.0791 -1.0942 1.7688 -0.094 -0.070 0.030
C 5.5977 -0.8452 0.3242 -0.003 0.064 0.096
C 4.3348 0.0369 0.2393 -0.173 -0.018 -0.117
I 4.5280 1.3977 -1.4055 -0.061 0.014 -0.011
C 3.0653 -0.8358 0.2476 0.045 -0.072 0.169
O 3.2323 -1.8550 1.1962 0.053 0.081 0.178
C 2.5617 -1.5030 -1.0372 -0.122 -0.027 0.240
C 1.0245 -1.4012 -1.0222 0.011 0.250 -0.190
I 0.1782 -2.9029 0.2940 -0.044 -0.242 -0.040
C 0.3965 -1.6010 -2.3985 -0.114 -0.005 0.061
C -1.1143 -1.3082 -2.4842 0.016 -0.058 0.001
O -1.8457 -2.5031 -2.6303 0.180 0.121 0.055
Si -3.4454 -2.6327 -2.1415 -0.162 -0.054 0.066
C -3.5827 -3.1496 -0.3582 0.037 -0.024 0.020
C -4.3418 -1.0169 -2.3785 -0.094 0.037 -0.003
C -4.1835 -3.9425 -3.2343 -0.029 0.060 -0.106
C 0.7764 -0.0075 -0.4076 -0.062 -0.024 -0.417
C 0.9068 1.1279 -1.4272 0.194 0.068 0.126
C 0.8929 2.5506 -0.8650 0.026 -0.005 -0.017
C 0.8135 3.6609 -1.9343 -0.161 0.061 0.050
C 0.1835 3.3048 -3.2677 -0.023 0.071 0.003
O -1.1848 3.0329 -3.0526 0.063 -0.247 0.152
C -1.8066 2.3833 -4.1365 -0.050 0.110 -0.116
N 1.7826 -0.0676 0.7230 -0.107 -0.078 -0.004
O 1.9586 1.1404 1.3796 0.317 0.075 -0.137
C 2.1666 1.0152 2.8162 0.129 -0.054 -0.047
C 0.9186 0.6864 3.6313 -0.063 -0.078 -0.019
C 0.8545 -0.7994 3.9969 0.038 -0.024 0.038
C -0.3723 1.2587 2.9892 -0.100 0.001 0.186
C -1.1683 0.2348 2.1574 0.014 0.154 -0.074
C -1.2937 1.8308 4.0646 -0.165 -0.092 -0.052
H 5.4194 -0.6329 2.5123 0.067 0.056 -0.003
H 7.0672 -0.6679 1.9351 -0.029 -0.007 0.009
H 6.1320 -2.1568 2.0047 0.025 0.003 -0.035
H 5.3974 -1.7954 -0.1720 0.058 0.061 -0.084
H 6.3892 -0.3515 -0.2309 0.034 -0.054 -0.020
H 4.2788 0.7129 1.0902 0.050 -0.022 0.024
H 3.7621 -1.5477 1.9473 -0.092 -0.069 -0.141
H 2.9270 -0.9836 -1.9249 0.095 -0.030 0.063
H 2.9072 -2.5332 -1.0249 0.038 -0.003 -0.217
H 0.5421 -2.6385 -2.7008 0.050 0.021 -0.073
H 0.9413 -0.9727 -3.1101 -0.020 -0.009 0.031
H -1.2964 -0.6634 -3.3493 -0.028 0.024 -0.014
H -1.4558 -0.7455 -1.6035 0.060 -0.045 0.000
H -2.9604 -4.0209 -0.1430 -0.025 -0.009 -0.006
H -4.6255 -3.4293 -0.1767 0.048 0.029 0.054
H -3.3327 -2.3578 0.3513 -0.005 0.019 -0.028
H -5.3006 -1.0955 -1.8570 -0.003 0.033 -0.049
H -4.5536 -0.8114 -3.4306 0.048 0.022 0.013
H -3.8394 -0.1497 -1.9442 0.039 -0.041 0.007
H -5.2270 -4.1111 -2.9546 0.046 -0.053 0.007
H -4.1735 -3.6103 -4.2750 0.021 -0.045 -0.003
H -3.6479 -4.8915 -3.1740 -0.022 0.016 0.035
H -0.2044 0.0837 0.0516 0.224 -0.074 0.116
H 1.7796 0.9833 -2.0640 -0.017 -0.001 -0.033
H 0.0262 1.0066 -2.0602 -0.018 -0.013 -0.030
H 1.8035 2.7090 -0.2931 -0.013 0.071 0.051
H 0.0697 2.6531 -0.1540 -0.071 -0.059 -0.099
H 1.8040 4.0864 -2.1154 0.030 -0.134 -0.079
H 0.2079 4.4734 -1.5267 0.094 0.050 0.021
H 0.3025 4.1555 -3.9534 -0.033 -0.077 -0.036
H 0.6624 2.4357 -3.7447 0.052 0.034 0.060
H -2.8037 2.0884 -3.8142 0.024 0.013 -0.010
H -1.2441 1.4907 -4.4410 -0.008 -0.019 0.023
H -1.8933 3.0418 -5.0098 0.019 -0.005 0.045
H 1.3815 -0.7511 1.3871 -0.091 0.088 -0.003
H 2.9642 0.2856 3.0073 0.022 0.068 -0.059
H 2.5626 2.0035 3.0442 -0.108 0.030 0.030
H 1.0632 1.2168 4.5784 0.027 0.063 -0.055
H 0.0036 -0.9975 4.6494 -0.003 -0.006 -0.040
H 1.7621 -1.1003 4.5288 -0.052 0.032 0.039
H 0.7556 -1.4658 3.1353 -0.020 0.001 0.036
H -0.0748 2.0858 2.3368 0.009 -0.036 0.012
H -1.5776 0.7074 1.2610 -0.146 0.035 0.134
H -2.0441 -0.1179 2.7018 0.065 -0.094 0.032
H -0.5900 -0.6381 1.8424 -0.166 0.102 0.155
H -2.2773 2.0360 3.6423 0.011 0.133 0.075
H -1.4670 1.0895 4.8510 0.035 0.050 0.010
H -0.8953 2.7429 4.5152 0.048 -0.063 0.002
B -5.0853 1.3960 2.8487 -0.041 0.005 -0.002
F -4.1761 0.6879 2.0035 0.089 -0.016 0.003
F -4.4708 1.5766 4.1121 0.026 -0.051 -0.085
F -5.3515 2.6472 2.2740 0.022 -0.044 0.008
F -6.2567 0.6463 2.9893 0.039 0.031 -0.017

---

[3]
81
Properties=species:S:1:pos:R:3:forces:R:3 method="wB97M-V/def2-TZVPD" e_tot_ha=-1566.09738 total_charge=+1 orbital_gap_ha=0.3275
C 5.3630 5.8130 1.9760 -0.107 0.073 -0.085
C 4.4043 4.8494 2.6622 0.064 -0.017 -0.111
C 3.7956 3.8416 1.6909 0.094 -0.010 0.032
C 2.8439 2.8508 2.3795 -0.106 0.032 -0.130
C 1.3700 3.0447 2.0524 -0.175 0.056 0.418
N 0.5375 2.2143 2.9534 0.270 -0.250 -0.653
C -0.5009 1.6196 2.2485 0.138 0.219 0.162
O -1.1168 0.6636 2.6410 -0.275 -0.203 0.083
C -0.6588 2.3809 0.9282 0.072 0.044 0.028
C -1.4116 3.7157 1.1836 0.031 0.018 -0.082
C -2.4668 3.6928 2.2943 -0.128 0.061 0.010
C -3.6115 2.7312 2.0890 0.107 0.126 -0.219
O -4.0745 1.9845 2.9005 -0.076 0.008 0.061
O -4.1163 2.8400 0.8290 0.049 -0.088 0.119
B -1.3070 1.5041 -0.2307 -0.051 0.035 0.100
O -1.2178 0.1436 -0.1571 -0.089 -0.332 0.156
O -1.9332 2.0162 -1.3358 0.248 -0.114 -0.114
C 0.8667 2.6139 0.6632 -0.038 -0.227 0.064
C 1.2111 3.4620 -0.5592 0.058 0.204 0.100
C 2.3651 2.9377 -1.4299 -0.026 0.089 -0.079
O 2.3597 1.5302 -1.5618 -0.087 -0.017 -0.019
C 3.3298 0.8157 -0.8118 0.103 0.037 -0.007
C 4.3777 0.1992 -1.7214 0.060 -0.083 0.115
H 6.0877 5.2722 1.3641 0.049 0.002 0.047
H 4.8234 6.4958 1.3159 0.008 -0.021 -0.026
H 5.9092 6.4210 2.6958 0.014 -0.010 0.016
H 4.9408 4.2919 3.4349 -0.072 0.048 0.087
H 3.6023 5.4115 3.1504 0.036 -0.054 0.101
H 4.6182 3.3005 1.2141 -0.032 -0.004 -0.036
H 3.2846 4.3825 0.8908 -0.007 0.000 0.028
H 3.1140 1.8144 2.1527 0.015 -0.001 0.025
H 2.9449 2.9839 3.4608 0.042 -0.124 0.011
H 1.1123 4.0912 2.2516 0.134 0.065 -0.144
H 1.0372 1.5436 3.5237 -0.076 0.209 0.301
H -0.6976 4.4977 1.4427 -0.013 0.023 0.019
H -1.9013 4.0597 0.2705 0.029 -0.018 -0.026
H -2.9192 4.6885 2.3238 -0.017 -0.011 0.083
H -2.0409 3.5021 3.2775 0.057 -0.092 -0.041
H -4.8669 2.2300 0.7885 -0.030 -0.001 -0.032
H -1.7499 -0.2901 -0.8303 0.077 0.153 -0.217
H -1.8230 2.9610 -1.4596 -0.237 0.095 0.099
H 1.2695 1.6012 0.5390 0.052 0.074 -0.248
H 0.3367 3.5649 -1.2069 -0.032 -0.105 0.066
H 1.4592 4.4793 -0.2409 -0.057 0.040 -0.107
H 2.2437 3.3462 -2.4353 0.044 0.050 0.013
H 3.3337 3.2891 -1.0627 -0.006 -0.106 0.087
H 3.8073 1.4816 -0.0851 -0.033 -0.042 0.017
H 2.8129 0.0361 -0.2429 -0.057 -0.009 -0.054
H 5.1113 0.9355 -2.0485 -0.069 0.043 -0.096
H 4.9160 -0.5898 -1.1922 0.026 0.020 -0.001
H 3.9020 -0.2405 -2.5980 -0.010 0.011 0.011
C -3.8820 -6.3927 -1.9577 0.067 -0.074 -0.002
C -3.2304 -5.5532 -0.8780 -0.067 0.034 0.048
N -1.7134 -5.5319 -0.8849 0.021 -0.100 0.032
C -1.2309 -6.9076 -0.5283 -0.021 0.023 -0.061
C -1.2160 -4.6316 0.2340 -0.021 0.023 0.047
C -1.5148 -3.1486 0.1519 0.050 0.081 0.002
C -1.1088 -5.2214 -2.2363 -0.006 0.015 0.015
C -1.4417 -3.9233 -2.9551 0.039 0.055 -0.057
O -2.7971 -3.8354 -3.3127 -0.080 -0.105 0.106
C -3.4556 -2.6117 -3.0189 0.036 0.066 -0.099
H -3.6458 -7.4522 -1.8662 -0.010 0.003 0.010
H -4.9604 -6.2971 -1.8333 -0.001 0.004 0.003
H -3.6377 -6.0454 -2.9571 -0.029 0.034 0.004
H -3.4954 -5.9397 0.1070 0.016 0.060 0.026
H -3.5643 -4.5223 -0.9279 0.026 -0.006 -0.115
H -1.6363 -7.1787 0.4429 -0.002 -0.008 -0.003
H -0.1449 -6.8989 -0.4880 -0.001 0.003 0.006
H -1.5619 -7.6136 -1.2826 -0.001 -0.003 0.005
H -0.1412 -4.8018 0.2935 -0.002 -0.005 -0.005
H -1.6685 -5.0486 1.1336 0.022 -0.021 0.000
H -0.8398 -2.6198 -0.5144 -0.003 0.002 0.016
H -1.3562 -2.7199 1.1416 -0.020 -0.006 0.011
H -2.5448 -2.9294 -0.1239 -0.002 0.012 0.016
H -1.3933 -6.0540 -2.8774 0.014 0.006 -0.007
H -0.0280 -5.2663 -2.0929 -0.004 0.008 0.004
H -0.8325 -3.9740 -3.8660 0.000 0.048 -0.005
H -1.1140 -3.0390 -2.4134 -0.006 -0.043 0.060
H -2.7531 -1.7750 -2.9988 -0.013 0.009 -0.023
H -3.9860 -2.6615 -2.0622 0.035 -0.002 0.023
H -4.1828 -2.4310 -3.8068 -0.008 -0.009 0.010

---

no.,largest force on an atom (eV Å⁻¹)
1,3.4
2,0.4
3,0.7